Entry 1:
Formula: C24H28GeI2MgN2OS
Source: the OMol25 dataset
Level of theory: wB97M-V/def2-TZVPD

The geometry in XYZ format:
```
60
Properties=species:S:1:pos:R:3
Mg 1.02 -0.29 -0.24
I -0.85 -5.04 0.93
C 1.01 -4.16 1.20
C 2.05 -4.95 1.74
C 3.30 -4.44 1.93
I 4.77 -5.66 2.74
C 3.57 -3.09 1.56
C 4.83 -2.46 1.70
C 5.01 -1.16 1.32
C 3.93 -0.47 0.78
N 2.73 -1.01 0.63
C 2.53 -2.31 1.02
C 1.23 -2.86 0.86
O 0.25 -2.03 0.34
H 1.84 -5.98 2.01
H 5.65 -3.03 2.12
H 5.97 -0.67 1.42
H 4.05 0.56 0.45
C -1.71 3.44 1.07
C -1.13 2.79 2.32
C -1.44 1.30 2.43
C -0.64 0.43 1.44
Ge -1.21 -1.47 1.48
C -2.89 -1.95 0.64
C -3.91 -0.85 0.34
C -3.44 0.26 -0.59
C -2.73 -0.23 -1.85
H -1.43 4.50 1.02
H -2.80 3.39 1.08
H -1.37 2.98 0.14
H -1.52 3.30 3.20
H -0.04 2.93 2.36
H -2.51 1.14 2.27
H -1.23 0.95 3.44
H 0.41 0.50 1.77
H -0.78 0.86 0.44
H -0.83 -2.09 2.82
H -3.32 -2.70 1.31
H -2.62 -2.49 -0.27
H -4.28 -0.41 1.27
H -4.77 -1.35 -0.11
H -2.79 0.96 -0.05
H -4.31 0.85 -0.88
H -1.83 -0.80 -1.61
H -2.43 0.61 -2.48
H -3.37 -0.88 -2.44
S 0.27 0.37 -4.66
C 0.57 -0.40 -3.18
N 0.77 0.38 -2.14
C 0.69 1.72 -2.52
C 0.86 2.82 -1.68
C 0.74 4.08 -2.22
C 0.45 4.26 -3.58
C 0.29 3.18 -4.42
C 0.41 1.91 -3.87
H 0.59 -1.48 -3.11
H 1.10 2.70 -0.63
H 0.88 4.95 -1.59
H 0.37 5.26 -3.98
H 0.07 3.32 -5.47
```

Energy ... -4386.287303 Eh
Total charge ... +2
HOMO-LUMO gap ... 7.6 eV
Multiplicity ... 1
LUMO ... -6.15 eV
Energy relative to the best compared isomer or geometry (same formula, charge and spin) ... 0.3 kcal per mole
Highest occupied orbital energy ... -13.793 eV

Entry 2:
Formula: C3H8O2S
Source: the OMol25 dataset
Level of theory: wB97M-V/def2-TZVPD

The geometry in XYZ format:
```
14
Properties=species:S:1:pos:R:3
C 0.42 0.16 0.16
O 1.52 -0.53 0.70
C -0.93 -0.57 0.27
C -2.15 0.19 -0.54
S -3.88 -0.55 -0.22
H 0.65 0.38 -0.94
H 0.34 1.03 0.78
H -0.75 -1.32 -0.53
H -1.38 -1.12 1.10
H -2.00 1.27 -0.36
H -2.05 0.03 -1.58
H 2.60 -0.21 0.71
H 3.81 0.67 -0.26
O 3.80 0.57 0.70
```

Energy ... -667.680903 Eh
Total charge ... -1
HOMO-LUMO gap (alpha / beta) ... 6.5 / 4.2 eV
Multiplicity ... 2
LUMO (alpha / beta) ... 2.86 / 0.48 eV
Energy relative to the best compared isomer or geometry (same formula, charge and spin) ... 35.4 kcal per mole
Highest occupied orbital energy (alpha / beta) ... -3.690 / -3.676 eV

Entry 3:
Formula: C2H2N2O3
Source: the OMol25 dataset
Level of theory: wB97M-V/def2-TZVPD

The geometry in XYZ format:
```
9
Properties=species:S:1:pos:R:3
O 2.33 0.37 -0.05
N 1.43 -0.73 -0.02
C 0.27 -0.31 0.05
O -0.21 0.99 0.08
C -1.50 0.83 -0.04
N -1.93 -0.36 -0.05
O -0.72 -1.15 0.03
H 1.82 1.19 0.04
H -2.15 1.65 -0.12
```

SMILES ... O/N=c1\ocno1
Energy ... -412.503620 Eh
Total charge ... 0
HOMO-LUMO gap ... 9.8 eV
Multiplicity ... 1
LUMO ... 0.47 eV
Energy relative to the best compared isomer or geometry (same formula, charge and spin) ... 92.5 kcal per mole
Highest occupied orbital energy ... -9.385 eV

Entry 4:
Formula: C31H22F5IrN5O3SSe
Source: the OMol25 dataset
Level of theory: wB97M-V/def2-TZVPD

The geometry in XYZ format:
```
69
Properties=species:S:1:pos:R:3
Ir -0.29 0.30 -0.16
C -1.14 3.04 0.47
N -1.35 1.67 1.02
C -2.77 1.26 0.98
C -3.13 0.62 -0.34
C -4.44 0.59 -0.77
C -4.75 -0.12 -1.93
C -3.74 -0.76 -2.62
C -2.45 -0.68 -2.14
N -2.15 -0.01 -1.02
C -0.70 1.58 2.35
C 0.80 1.60 2.15
C 1.66 2.11 3.09
C 3.03 2.04 2.85
C 3.48 1.51 1.66
C 2.55 1.04 0.75
N 1.25 1.07 0.99
C -0.87 3.02 -1.00
C -1.16 4.09 -1.83
C -0.80 4.02 -3.16
C -0.16 2.88 -3.63
C 0.08 1.84 -2.75
N -0.26 1.91 -1.46
H -0.25 3.46 0.96
H -1.98 3.69 0.72
H -3.43 2.11 1.18
H -2.93 0.50 1.75
H -5.21 1.09 -0.20
H -5.77 -0.16 -2.28
H -3.94 -1.32 -3.52
H -1.62 -1.17 -2.63
H -0.99 0.63 2.81
H -1.01 2.40 3.01
H 1.28 2.54 4.00
H 3.73 2.42 3.58
H 4.53 1.44 1.43
H 2.84 0.62 -0.20
H -1.67 4.96 -1.43
H -1.01 4.84 -3.83
H 0.13 2.77 -4.66
H 0.51 0.91 -3.07
F 6.36 -0.24 -3.72
C 5.15 -0.48 -3.23
C 5.00 -0.96 -1.94
F 6.08 -1.19 -1.19
C 3.73 -1.20 -1.44
F 3.66 -1.68 -0.20
C 2.58 -0.95 -2.18
Se 0.85 -1.49 -1.51
C 2.78 -0.49 -3.48
F 1.73 -0.29 -4.30
C 4.03 -0.25 -4.00
F 4.16 0.20 -5.25
O 1.26 -1.12 2.59
C 0.31 -1.74 2.17
N -0.54 -1.32 1.15
S -1.80 -2.38 0.94
O -1.79 -2.90 -0.40
O -3.03 -1.76 1.39
C -1.25 -3.55 2.12
C -1.82 -4.76 2.46
C -1.20 -5.48 3.47
C -0.05 -4.99 4.10
C 0.50 -3.77 3.73
C -0.12 -3.05 2.73
H -2.70 -5.13 1.96
H -1.60 -6.44 3.77
H 0.41 -5.57 4.88
H 1.39 -3.38 4.21
```

Energy ... -5097.196184 Eh
Total charge ... +1
HOMO-LUMO gap ... 7.4 eV
Multiplicity ... 1
LUMO ... -2.98 eV
Energy relative to the best compared isomer or geometry (same formula, charge and spin) ... 1.2 kcal per mole
Highest occupied orbital energy ... -10.399 eV

Entry 5:
Formula: C5H8O
Source: the OMol25 dataset
Level of theory: wB97M-V/def2-TZVPD

The geometry in XYZ format:
```
14
Properties=species:S:1:pos:R:3
C -0.65 1.82 0.57
C -0.36 0.56 -0.24
C 0.89 -0.19 -0.01
C 0.70 -1.56 -0.57
C -1.08 -1.38 0.03
O -1.79 -1.94 0.78
H -1.72 1.97 0.68
H -0.22 1.76 1.58
H -0.25 2.76 0.12
H -0.64 0.66 -1.29
H 1.77 -0.06 -0.65
H 1.18 -0.17 1.05
H 0.65 -1.53 -1.67
H 1.51 -2.25 -0.25
```

Energy ... -270.424056 Eh
Total charge ... 0
HOMO-LUMO gap ... 9.1 eV
Multiplicity ... 1
LUMO ... 0.81 eV
Energy relative to the best compared isomer or geometry (same formula, charge and spin) ... 84.0 kcal per mole
Highest occupied orbital energy ... -8.241 eV

Entry 6:
Formula: C5H8N
Source: the OMol25 dataset
Level of theory: wB97M-V/def2-TZVPD

The geometry in XYZ format:
```
14
Properties=species:S:1:pos:R:3
C 2.17 0.06 0.00
N 0.97 -0.33 0.00
C -0.32 -1.24 0.68
C -1.00 -1.21 -0.68
C -0.37 0.07 -0.01
C -0.97 1.47 0.17
H 2.25 0.90 -0.78
H 2.96 -0.61 0.42
H 0.06 -1.62 1.60
H -0.46 -1.64 -1.43
H -2.08 -1.08 -0.46
H -1.36 1.82 -0.75
H -0.02 2.04 0.33
H -1.82 1.38 0.90
```

SMILES ... C=[N+]1[C@@H]2C[C@@]21C
Energy ... -249.638205 Eh
Total charge ... +1
HOMO-LUMO gap ... 10.6 eV
Multiplicity ... 1
LUMO ... -4.62 eV
Energy relative to the best compared isomer or geometry (same formula, charge and spin) ... 117.3 kcal per mole
Highest occupied orbital energy ... -15.259 eV